11
Properties=species:S:1:pos:R:3:forces:R:3 method="wB97M-V/def2-TZVPD" max_force_ev_per_a=1.31 homo_energy_ev=-10.10 total_energy_ha=-248.17425 smiles="N#CCC1C=C1" relative_energy_kcal_mol=63.2 spin_multiplicity=1
C -1.694 -0.649 1.047 -0.13 -0.02 0.03
C -1.256 0.006 -0.159 0.17 0.30 -0.60
C 1.175 -0.860 0.417 -0.15 1.28 0.27
C 0.265 0.112 -0.269 0.06 -0.03 0.08
C 1.123 0.330 0.938 -0.17 -1.10 -0.69
N -2.065 -1.162 1.999 -0.13 -0.30 0.54
H -1.656 -0.548 -1.015 0.01 0.09 0.05
H -1.699 1.007 -0.175 -0.01 -0.05 -0.08
H 1.563 -1.847 0.407 0.18 -0.49 0.05
H 0.570 0.542 -1.222 -0.03 0.03 0.00
H 1.404 1.019 1.695 0.20 0.31 0.35